The following is a DFT calculation (wB97M-V/def2-TZVPD) of C43H53N6O3SeTeTi as an isolated structure in a non-equilibrium geometry.

Each line ends with the Mulliken charge.
Geometry (Å):
Ti -0.4257 1.1042 -0.6091  0.35
C 1.5559 2.1785 1.5221  -1.84
N 2.0286 1.3400 0.4273  0.78
C 2.3250 1.9707 -0.8653  -1.61
C 2.1275 0.9251 -1.9534  0.86
C 2.9705 0.7654 -3.0375  -0.86
C 2.6659 -0.1778 -4.0062  -0.79
C 1.5169 -0.9404 -3.8641  -1.08
C 0.7247 -0.7461 -2.7490  -0.21
N 1.0383 0.1418 -1.7936  1.69
C 3.1434 0.4787 0.7863  -1.26
C 2.9539 -0.6261 1.8020  0.42
C 4.1165 -1.2850 2.2255  -1.12
C 3.9985 -2.3448 3.0970  -0.47
C 2.7315 -2.7197 3.5350  -0.95
C 1.6495 -1.9979 3.0701  -0.25
N 1.7528 -0.9749 2.2198  0.54
C 0.3982 1.5242 2.2553  1.03
C 0.1935 1.6896 3.6147  -1.13
C -0.9123 1.1093 4.2119  -1.00
C -1.7861 0.3677 3.4347  -1.07
C -1.5090 0.2439 2.0834  -0.58
N -0.4404 0.7932 1.5095  1.77
H 1.1974 3.1270 1.1060  0.52
H 2.3562 2.4101 2.2386  0.45
H 3.3414 2.3877 -0.9216  0.52
H 1.6168 2.7905 -1.0376  0.42
H 3.8441 1.3987 -3.1241  0.52
H 3.3117 -0.3095 -4.8640  0.41
H 1.2238 -1.6696 -4.6058  0.55
H -0.1893 -1.3044 -2.5899  0.14
H 3.9840 1.1016 1.1371  0.42
H 3.4879 -0.0035 -0.1336  0.46
H 5.0857 -0.9656 1.8641  0.49
H 4.8787 -2.8756 3.4372  0.42
H 2.5884 -3.5418 4.2217  0.43
H 0.6436 -2.2470 3.3905  0.36
H 0.9022 2.2750 4.1857  0.54
H -1.0849 1.2334 5.2731  0.44
H -2.6652 -0.1075 3.8467  0.59
H -2.1536 -0.3342 1.4312  0.28
C 1.6299 -3.3016 -0.7721  -0.94
O 0.4080 -2.7442 -0.3631  0.46
C -0.5965 -3.7053 -0.1754  -1.27
C -1.8374 -3.0010 0.3410  -0.66
O -2.2309 -1.9277 -0.4829  0.82
C -2.8006 -2.3585 -1.7059  -1.20
H 2.0669 -3.9297 0.0138  0.26
H 2.3048 -2.4758 -0.9859  0.11
H 1.5127 -3.8992 -1.6849  0.33
H -0.2909 -4.4661 0.5610  0.47
H -0.7908 -4.2352 -1.1190  0.42
H -1.6287 -2.5768 1.3261  0.15
H -2.6522 -3.7325 0.4456  0.52
H -3.6963 -2.9631 -1.5223  0.30
H -2.0828 -2.9458 -2.2902  0.37
H -3.0596 -1.4610 -2.2631  0.07
Se -1.5911 5.8995 -0.5003  -0.25
C -1.4800 4.1292 -0.1312  -0.27
N -1.4138 2.9886 0.1098  -0.33
C -2.1844 2.0803 -4.0498  -1.68
C -1.5570 1.6945 -2.7378  0.53
O -0.4391 2.2479 -2.4541  -0.59
N -2.0693 0.8047 -1.8704  0.39
Te -3.9744 1.4528 -0.4976  0.12
C -5.2937 3.0882 -0.1049  0.28
C -5.4852 4.1018 -1.0435  0.89
C -4.7146 4.2347 -2.3260  -1.28
C -6.3962 5.1173 -0.7458  -0.89
C -7.0814 5.1638 0.4525  0.82
C -8.0640 6.2625 0.7481  -1.61
C -6.8136 4.1797 1.3982  -0.77
C -5.9205 3.1481 1.1502  0.76
C -5.6764 2.1454 2.2469  -1.32
C -5.4112 -0.0222 -0.9823  0.65
C -5.5803 -1.1079 -0.1190  1.00
C -5.0000 -1.2342 1.2674  -1.46
C -6.3714 -2.1830 -0.5382  -1.00
C -6.9828 -2.2105 -1.7744  0.91
C -7.8052 -3.3887 -2.2174  -1.73
C -6.8215 -1.1059 -2.6068  -1.04
C -6.0537 -0.0157 -2.2330  1.13
C -5.9671 1.1586 -3.1625  -1.13
H -1.4338 1.9859 -4.8348  0.45
H -2.4861 3.1280 -4.0218  0.38
H -3.0401 1.4523 -4.2880  0.18
H -4.0062 3.4242 -2.4816  -0.59
H -4.1314 5.1569 -2.3002  0.43
H -5.3862 4.2687 -3.1863  0.46
H -6.5496 5.9061 -1.4747  0.34
H -8.1156 6.9768 -0.0721  0.33
H -7.7864 6.8077 1.6510  0.36
H -9.0670 5.8626 0.9065  0.33
H -7.3028 4.2245 2.3658  0.43
H -5.9204 2.5881 3.2123  0.50
H -4.6366 1.8160 2.2840  -0.04
H -6.2986 1.2556 2.1220  0.23
H -4.3818 -0.3926 1.5674  -0.43
H -4.3910 -2.1363 1.3403  0.26
H -5.8098 -1.3239 1.9949  0.54
H -6.4987 -3.0245 0.1356  0.30
H -7.8189 -4.1691 -1.4576  0.35
H -7.4080 -3.8200 -3.1375  0.35
H -8.8375 -3.0974 -2.4168  0.38
H -7.3099 -1.0911 -3.5749  0.38
H -6.4561 0.9337 -4.1096  0.48
H -4.9355 1.4417 -3.3698  -0.07
H -6.4526 2.0328 -2.7242  0.15

Forces on the atoms, in the same order (eV/Å):
Ti -0.1 0.7 0.4
C -0.1 0.0 0.0
N -0.1 0.0 0.0
C -0.1 -0.2 0.0
C -0.1 -0.3 0.1
C 0.1 0.2 0.2
C 0.0 -0.1 -0.1
C -0.1 0.0 0.0
C 0.3 0.0 0.2
N 0.2 0.0 -0.6
C 0.0 0.0 0.0
C 0.3 -0.1 0.0
C -0.2 0.0 0.0
C 0.0 -0.1 0.1
C 0.0 0.1 -0.1
C 0.0 0.0 0.0
N -0.1 -0.1 0.0
C -0.1 -0.1 0.1
C 0.2 0.1 -0.2
C 0.0 0.0 0.2
C 0.1 0.0 -0.1
C 0.0 -0.3 0.3
N -0.2 0.1 0.4
H 0.0 0.0 0.0
H 0.0 0.0 0.0
H 0.0 0.0 0.0
H 0.0 0.0 0.0
H 0.0 0.0 0.0
H 0.0 0.0 0.0
H 0.0 0.0 0.0
H 0.0 0.0 0.0
H 0.0 0.0 0.0
H 0.0 0.0 0.0
H 0.0 0.0 0.0
H 0.0 0.0 0.0
H 0.0 0.0 0.0
H 0.0 0.0 0.0
H 0.0 0.0 0.1
H 0.0 0.0 0.0
H 0.0 0.0 0.1
H 0.0 0.0 0.0
C 0.0 0.0 0.0
O 0.0 0.1 0.1
C 0.0 -0.2 0.1
C 0.1 0.0 -0.1
O -0.1 0.0 0.1
C 0.0 0.1 -0.1
H 0.0 0.0 0.0
H 0.1 0.0 0.0
H 0.0 0.0 0.0
H 0.0 0.0 0.0
H 0.0 0.0 0.0
H 0.1 0.0 0.0
H 0.0 0.0 0.0
H 0.0 0.0 0.0
H -0.1 0.0 0.0
H 0.0 0.0 0.0
Se 0.1 -0.7 0.2
C -0.1 1.0 -0.1
N 0.3 -0.2 -0.1
C -0.1 0.0 0.0
C -0.5 -0.2 0.5
O 0.1 -0.4 -0.2
N 0.1 0.5 -0.9
Te 0.4 -0.1 0.1
C -0.1 0.0 -0.1
C 0.0 0.2 0.2
C 0.1 -0.1 -0.1
C 0.0 0.0 -0.1
C 0.0 0.0 0.0
C 0.0 0.0 0.0
C 0.0 0.0 0.0
C -0.1 0.0 0.0
C 0.0 -0.1 0.1
C 0.0 -0.2 0.0
C -0.1 -0.1 -0.1
C 0.1 0.0 0.1
C 0.0 0.0 0.1
C 0.0 0.0 -0.1
C 0.0 0.0 0.0
C 0.0 0.0 0.0
C -0.1 0.0 0.0
C 0.0 0.1 -0.1
H 0.0 0.0 0.0
H 0.0 0.0 0.0
H 0.0 0.0 0.0
H -0.1 0.0 0.1
H 0.0 0.0 0.0
H 0.0 0.0 0.0
H 0.0 0.0 0.0
H 0.0 0.0 0.0
H 0.0 0.0 0.0
H 0.0 0.0 0.0
H 0.0 0.0 0.0
H 0.0 0.0 0.0
H 0.0 0.1 0.0
H 0.0 0.0 0.0
H 0.0 0.0 -0.1
H 0.0 0.0 0.0
H 0.0 0.0 0.0
H 0.0 0.0 0.0
H 0.0 0.0 0.0
H 0.0 0.0 0.0
H 0.0 0.0 0.0
H 0.0 0.0 0.0
H 0.0 0.0 0.0
H 0.0 0.0 0.0
H 0.0 0.0 0.0

## Properties
Spin multiplicity: 4
Highest occupied orbital energy (alpha / beta): -5.03 / -6.87 eV

=====

The following is a DFT calculation (wB97M-V/def2-TZVPD) of C24H23BrCl3N3O8PmSi as an isolated structure in a non-equilibrium geometry.

Each line ends with the Mulliken charge.
Geometry (Å):
Pm 0.0873 -0.1372 0.5079  0.77
O 2.2902 -0.4544 -5.6498  -0.57
C 1.3953 -0.5709 -4.6368  1.13
C 0.4660 0.4175 -4.3390  -0.83
C -0.3491 0.2269 -3.2483  -0.72
N -0.3092 -0.8602 -2.4658  -0.03
C 0.5525 -1.7919 -2.8163  0.26
Br 0.6217 -3.3446 -1.7121  -0.16
C 1.4334 -1.7296 -3.8791  -0.71
H 2.2713 0.4541 -5.9736  0.31
H 0.4301 1.3451 -4.8935  0.28
H -1.0376 1.0002 -2.9400  0.59
H 2.1447 -2.5130 -4.0821  0.44
N -2.0025 -1.8141 0.2097  -0.30
C -2.9757 -1.4378 1.2549  -0.63
C -2.7032 -0.0207 1.7605  0.59
O -3.5898 0.8092 1.7899  -0.65
O -1.4504 0.1723 2.0839  -0.51
H -2.3771 -1.6389 -0.7171  0.15
H -1.7652 -2.7978 0.2815  0.29
H -2.8373 -2.0984 2.1139  0.40
H -4.0219 -1.4751 0.9460  0.30
O 2.0485 7.0198 -0.0009  -0.73
C 0.9407 6.5256 0.2633  0.10
O -0.1884 7.0626 0.3373  -0.68
C 0.9018 5.0305 0.4822  0.86
C 0.2391 4.4921 1.5822  -0.75
C 0.1058 3.1258 1.7050  -0.53
N 0.5733 2.2825 0.7803  0.22
C 1.2729 2.7792 -0.2525  0.54
C 1.4681 4.1347 -0.4260  -0.72
C 1.7899 1.7646 -1.2766  0.35
O 2.1824 2.1319 -2.3616  -0.71
O 1.6881 0.5230 -0.8589  -0.24
H -0.2136 5.1577 2.3047  0.39
H -0.4344 2.6714 2.5296  0.50
H 2.0269 4.4921 -1.2782  0.62
C -7.2876 4.5278 -1.8523  -1.44
C -5.9838 3.8893 -1.4610  0.72
C -5.6105 2.6572 -1.9747  -1.17
C -4.4128 2.0469 -1.6224  0.89
C -4.1139 0.7006 -2.2278  -1.31
C -3.5731 2.7159 -0.7209  0.56
C -2.2868 2.1892 -0.2580  -0.11
O -1.6749 1.2110 -0.7041  0.82
C -3.9343 3.9630 -0.1698  0.94
C -3.0797 4.7150 0.8218  -1.35
C -5.1387 4.5268 -0.5595  -1.25
H -7.7995 3.9542 -2.6234  0.37
H -7.1245 5.5380 -2.2292  0.35
H -7.9530 4.6048 -0.9911  0.32
H -6.2737 2.1445 -2.6637  0.30
H -5.0502 0.2051 -2.4865  0.45
H -3.5360 0.0541 -1.5787  -0.15
H -3.5378 0.8103 -3.1480  0.35
H -1.8094 2.7619 0.5411  -0.49
H -2.9377 4.1326 1.7342  0.32
H -3.5738 5.6480 1.0848  0.40
H -2.0945 4.9796 0.4309  0.32
H -5.4233 5.4886 -0.1496  0.38
Cl 3.6527 -2.8142 3.2351  -0.32
Si 2.7962 -1.9012 1.4678  0.03
Cl 0.6029 -2.5258 1.8985  -0.27
Cl 2.2803 0.1106 2.3231  -0.23

Forces on the atoms, in the same order (eV/Å):
Pm -0.4 -0.3 -0.4
O -0.2 0.1 0.2
C 0.3 0.0 -0.3
C 0.0 -0.1 0.1
C 0.0 0.1 0.1
N -0.1 -0.1 0.1
C 0.2 -0.1 -0.1
Br 0.0 0.1 0.0
C -0.2 0.1 0.2
H 0.0 0.0 0.0
H 0.0 0.0 0.0
H -0.1 0.0 0.0
H 0.0 0.0 0.0
N -0.2 0.2 0.1
C -0.1 0.0 0.3
C 0.8 -0.1 0.1
O -0.2 0.2 0.1
O -1.0 0.2 0.0
H 0.1 -0.1 0.0
H 0.1 0.2 -0.1
H 0.0 0.0 -0.1
H 0.1 -0.2 -0.2
O 0.0 -0.2 0.1
C -0.1 0.8 -0.4
O 0.0 -0.2 0.1
C 0.1 -0.6 0.1
C 0.0 0.1 0.0
C 0.1 0.0 0.0
N 0.4 -0.1 0.0
C 0.0 0.1 -0.2
C -0.1 0.1 0.0
C -0.4 -0.4 0.7
O 0.2 0.0 -0.2
O 0.3 0.9 -0.8
H 0.0 0.0 0.0
H 0.0 0.0 0.0
H 0.0 0.0 0.0
C 0.0 0.0 0.0
C 0.0 0.1 0.0
C 0.0 -0.1 0.0
C -0.1 0.0 0.0
C 0.0 0.1 -0.1
C 0.6 -0.1 0.2
C 0.1 -0.2 -0.3
O -0.5 0.2 0.0
C -0.2 0.2 0.0
C -0.1 0.0 -0.1
C 0.0 0.0 0.0
H 0.0 0.0 0.0
H 0.0 0.0 0.0
H 0.0 0.0 0.0
H 0.0 0.0 0.0
H 0.0 0.0 0.0
H 0.0 0.0 0.2
H 0.1 0.0 0.0
H -0.2 -0.1 0.0
H 0.0 0.0 0.0
H 0.0 0.0 0.0
H -0.1 0.0 0.0
H 0.0 0.0 0.0
Cl -0.2 0.2 -0.3
Si 0.2 -0.2 0.6
Cl 0.2 -0.5 0.1
Cl 0.3 -0.2 0.2

## Properties
Spin multiplicity: 5
Total charge: -1
Highest occupied orbital energy (alpha / beta): -5.44 / -5.44 eV

=====

The following is a DFT calculation (wB97M-V/def2-TZVPD) of one molecule with the formula C20H20N2OS in a non-equilibrium geometry.

Each line ends with the natural charge from an NBO analysis.
Geometry (Å):
C -5.0249 -3.4603 0.4673  -0.65
C -5.0262 -1.9844 0.2098  0.05
C -6.5031 -1.4914 0.1889  -0.22
C -6.5574 -0.0757 -0.0616  -0.19
C -5.3429 0.6192 -0.2114  -0.19
C -4.0596 0.1773 0.1064  -0.11
C -2.9395 1.1699 0.2098  -0.09
C -2.8556 2.3977 0.0075  -0.27
C -1.4462 2.8257 0.1400  0.53
O -1.3999 4.2285 0.7354  -0.63
C -0.2491 2.2616 -0.2713  -0.23
C -0.2749 1.3853 -1.1151  -0.09
C 0.9995 0.6109 -1.5305  -0.25
C 2.0936 0.8980 -0.7500  0.13
N 3.2544 0.3757 -1.1789  -0.57
C 4.3230 -0.0947 -0.3997  0.12
N 5.2769 -0.5333 -1.5059  -0.52
C 6.6058 -1.2014 -0.7939  -0.21
C 6.9465 -0.9526 0.6131  -0.45
C 5.8393 -0.8431 1.5623  -0.53
S 4.4070 0.2021 1.1538  0.43
C 2.2124 1.9561 0.1725  -0.26
C 0.9095 2.5500 0.6827  0.02
C -3.8874 -1.0884 0.2390  -0.22
H -6.0478 -3.8934 0.1392  0.22
H -4.2419 -3.8771 -0.0059  0.21
H -5.1431 -3.8560 1.4697  0.23
H -7.3296 -1.9476 -0.1436  0.21
H -7.5208 0.4982 -0.3575  0.22
H -5.4163 1.8199 -0.1760  0.20
H -2.1034 0.5008 0.4276  0.20
H -3.6298 2.9958 0.0587  0.23
H -1.0916 1.2928 -1.5750  0.20
H 1.0122 0.1223 -2.6129  0.24
H 3.2818 0.1141 -2.1476  0.42
H 6.4270 -2.4468 -0.8334  0.14
H 7.2492 -0.9983 -1.5128  0.20
H 7.1537 0.2705 0.4751  0.18
H 7.8499 -1.2868 0.9502  0.24
H 5.3690 -2.0725 1.6670  0.19
H 6.1178 -0.7961 2.6882  0.27
H 2.8878 2.1502 0.9498  0.23
H 0.8753 3.1990 1.2954  0.17
H -3.0008 -1.7213 0.5736  0.22

Forces on the atoms, in the same order (eV/Å):
C -4.0 0.4 0.5
C -4.7 1.3 1.4
C 7.7 4.6 -1.1
C 0.2 -0.2 -1.1
C -1.7 4.2 1.8
C -1.3 6.3 -0.9
C -1.3 -9.1 0.5
C 5.8 1.6 -0.1
C -3.4 12.0 4.0
O 0.1 -8.0 -3.2
C 3.1 6.5 11.0
C 9.5 -8.3 -6.0
C -4.0 2.1 -0.6
C 0.0 1.0 -1.4
N 1.9 -1.3 1.2
C 2.5 -1.1 -12.2
N -0.4 -0.4 7.9
C -6.5 -5.0 0.1
C -1.0 7.9 -1.9
C -2.1 -5.8 3.3
S 1.2 0.0 4.9
C -7.7 1.7 3.8
C 3.1 -10.5 -13.8
C -0.6 -9.3 1.8
H 1.8 0.6 -0.5
H 2.6 -2.1 -1.6
H 0.9 0.7 0.8
H -2.8 -2.8 -0.3
H 1.6 -1.2 0.9
H -0.1 -2.8 -0.7
H 0.6 0.8 -0.2
H -3.4 3.5 -0.4
H -6.1 -1.5 -4.2
H 0.2 0.6 2.9
H 0.5 -0.4 0.0
H 0.3 2.9 -0.3
H 3.7 0.9 -2.6
H 0.3 -2.3 0.6
H 2.1 -1.5 1.0
H 0.8 3.3 -0.5
H -0.3 0.9 -2.1
H 1.9 0.0 0.0
H -0.6 8.4 8.3
H -0.5 1.6 -0.8

## Properties
Highest occupied orbital energy: -7.83 eV

=====

The following is a DFT calculation (wB97M-V/def2-TZVPD) of a 2-piece molecular cluster, C6H11NO overall in a non-equilibrium geometry.

Each line ends with the natural charge from an NBO analysis.
Geometry (Å):
C 1.6412 -0.7011 0.9438  -0.12
C -1.3694 1.6343 -1.1155  -0.63
C -1.3924 -1.4342 -0.3030  -0.67
C 0.9218 1.3227 -0.1054  0.44
C -0.3501 0.8964 -0.2854  -0.25
C -0.5443 -0.3690 0.3249  -0.07
O 1.4027 -1.5576 2.0187  -0.71
N 1.9254 1.8549 -0.5887  -0.68
H 0.8918 -2.3157 1.7119  0.46
H 2.7579 1.9563 -0.0074  0.37
H 2.3659 0.0193 1.3089  0.17
H 2.0332 -1.1865 0.0504  0.16
H -0.5084 -0.4054 1.4017  0.22
H -1.8760 0.9389 -1.7893  0.22
H -0.8949 2.4036 -1.7242  0.23
H -2.1337 2.1076 -0.4928  0.21
H -2.4474 -1.3029 -0.0347  0.23
H -1.3173 -1.4425 -1.3910  0.22
H -1.1062 -2.4191 0.0772  0.22

Forces on the atoms, in the same order (eV/Å):
C -0.5 -0.3 -0.3
C 0.0 0.2 0.3
C 0.1 -0.1 0.0
C -0.5 0.3 -0.4
C 0.1 0.4 -0.2
C 1.1 -0.1 0.5
O -0.1 -0.1 -0.1
N 0.5 -0.9 0.0
H 0.1 0.1 0.1
H -0.3 0.5 0.2
H -0.3 0.3 0.0
H -0.1 -0.1 -0.1
H -0.1 0.0 0.1
H 0.0 0.0 0.1
H 0.0 0.0 0.0
H 0.0 0.0 -0.1
H 0.1 0.1 0.0
H 0.0 0.0 0.0
H 0.0 0.0 -0.1

## Properties
Highest occupied orbital energy: -7.40 eV

=====

Calculated energy, -5743.46911 -6547.46691 -1356.49511 -365.02824 hartree (same order as the records).
Calculated ΔE to the lowest compared entry with this formula, charge and spin, 211.3 0.0 1627.1 533.6 kJ/mol (same order as the records).